# 1
This record from the OMol25 dataset describes C4H8O in the gas phase at a distorted geometry. The level of theory is ωB97M-V with the def2-TZVPD basis set.

Last column: natural (NBO) charge in e.
Positions of all 13 atoms, in Å:
C  -1.756  0.430  -0.465  -0.387
C  -0.882  0.537  0.775  -0.478
C  0.559  0.323  0.219  0.356
C  1.009  -0.990  0.105  -0.707
O  1.168  1.336  -0.379  -0.667
H  -1.724  -0.624  -0.720  0.155
H  -1.817  1.140  -1.285  0.178
H  -1.030  1.344  1.350  0.204
H  -1.045  -0.436  1.315  0.204
H  1.650  -0.940  -0.770  0.199
H  0.388  -1.946  -0.024  0.241
H  1.657  -1.303  0.982  0.223
H  1.823  1.127  -1.102  0.478

Cartesian forces (eV/Å) of the 2 atoms listed first:
1.386 -0.930 0.618
1.033 -3.536 -2.465

Results
Net charge ... 0
Electronic energy ... -232.28478 hartree
HOMO-LUMO gap (alpha / beta) ... 8.35 / 7.06 eV
ΔE to the lowest compared entry with this formula, charge and spin ... 4.377 eV
Largest force on an atom ... 5.188 eV/A


# 2
This record from the OMol25 dataset describes C4H8O2 as an isolated structure. The level of theory is ωB97M-V with the def2-TZVPD basis set.

Last column: natural (NBO) charge in e.
Positions of all 14 atoms, in Å:
C  0.040  -0.068  1.856  -0.248
O  0.526  0.206  0.546  -0.448
C  -0.355  1.000  -0.335  -0.118
C  0.022  0.170  -1.633  0.056
C  0.433  -0.997  -0.800  0.053
O  -0.858  -0.348  -2.457  -0.789
H  -0.054  0.877  2.398  0.202
H  -0.933  -0.572  1.815  0.187
H  0.773  -0.708  2.349  0.204
H  -0.071  2.051  -0.242  0.194
H  -1.401  0.830  -0.055  0.188
H  0.915  0.673  -2.079  0.115
H  -0.416  -1.583  -0.454  0.201
H  1.379  -1.531  -0.907  0.203

Cartesian forces (eV/Å) of the 2 atoms listed first:
-0.065 -0.076 0.225
0.104 -0.202 -0.195

Results
Net charge ... 0
Electronic energy ... -307.50932 hartree
HOMO-LUMO gap ... 8.15 eV
ΔE to the lowest compared entry with this formula, charge and spin ... 5.527 eV
Largest force on an atom ... 0.528 eV/A


# 3
This record from the OMol25 dataset describes C19H17B2F11IrNO3S5 as an isolated structure at a distorted geometry. The level of theory is ωB97M-V with the def2-TZVPD basis set.

Last column: natural (NBO) charge in e.
Positions of all 59 atoms, in Å:
Ir  0.099  0.499  0.033  1.139
O  3.579  2.228  -5.922  -0.570
C  2.944  2.032  -4.924  0.206
S  1.359  1.240  -4.892  0.331
C  1.123  1.323  -3.156  -0.428
C  2.092  1.885  -2.432  -0.446
S  2.057  2.036  -0.723  0.052
S  3.486  2.501  -3.301  0.323
S  -0.327  0.694  -2.491  0.088
O  -1.990  -0.072  -0.503  -1.000
S  -3.205  -0.401  0.342  1.330
C  -3.140  -2.183  0.562  -0.251
C  -2.214  -2.924  -0.146  -0.224
C  -2.157  -4.294  0.064  -0.126
C  -3.010  -4.889  0.982  -0.216
C  -3.932  -4.126  1.687  -0.206
C  -3.999  -2.759  1.483  -0.189
C  -4.498  -0.456  -0.924  -0.136
C  -5.826  -0.494  -0.529  -0.231
C  -6.817  -0.605  -1.491  -0.213
C  -6.475  -0.671  -2.835  -0.211
C  -5.144  -0.593  -3.220  -0.188
C  -4.146  -0.484  -2.262  -0.234
H  -1.524  -2.448  -0.830  0.260
H  -1.427  -4.875  -0.482  0.226
H  -2.947  -5.955  1.163  0.207
H  -4.572  -4.593  2.424  0.209
H  -4.679  -2.137  2.052  0.220
H  -6.080  -0.444  0.523  0.220
H  -7.857  -0.634  -1.193  0.213
H  -7.248  -0.780  -3.584  0.211
H  -4.876  -0.616  -4.268  0.216
H  -3.103  -0.423  -2.543  0.254
C  4.313  -2.491  1.678  -0.404
N  3.395  -1.413  1.985  -0.375
C  3.277  -0.921  3.351  -0.425
C  2.665  -0.849  1.043  0.554
O  1.893  0.097  1.293  -0.675
H  4.187  -3.295  2.403  0.205
H  5.349  -2.144  1.710  0.187
H  4.089  -2.887  0.690  0.248
H  3.820  -1.584  4.020  0.201
H  2.227  -0.882  3.640  0.254
H  3.691  0.087  3.426  0.207
H  2.807  -1.241  0.036  0.191
F  -0.101  3.192  1.247  -0.337
C  -0.870  2.347  0.543  0.867
F  -1.257  3.012  -0.560  -0.339
F  -1.978  2.127  1.265  -0.337
F  -0.571  -0.650  4.305  -0.560
B  -1.332  -1.060  3.223  1.359
F  -0.649  -0.599  2.006  -0.602
F  -1.429  -2.441  3.167  -0.557
F  -2.603  -0.473  3.226  -0.569
F  0.636  -1.664  -0.817  -0.600
B  1.375  -2.881  -1.123  1.357
F  2.503  -2.494  -1.856  -0.564
F  0.547  -3.721  -1.843  -0.554
F  1.774  -3.456  0.087  -0.567

Cartesian forces (eV/Å) of the 2 atoms listed first:
0.135 2.535 -3.274
-0.002 0.011 -0.057

Results
Net charge ... -1
Electronic energy ... -4258.72271 hartree
HOMO-LUMO gap (alpha / beta) ... 5.26 / 5.73 eV
ΔE to the lowest compared entry with this formula, charge and spin ... 0.993 eV
Largest force on an atom ... 4.143 eV/A
Spin multiplicity ... 2
<S²> ... 0.800


# 4
This record from the OMol25 dataset describes an isolated ion of composition C5H9FN and charge +1 at a distorted geometry. The level of theory is ωB97M-V with the def2-TZVPD basis set.

Last column: natural (NBO) charge in e.
Positions of all 16 atoms, in Å:
F  1.099  -2.412  -0.272  -0.306
C  0.353  -1.589  0.455  0.241
C  -1.091  -1.442  -0.091  -0.257
N  -0.877  -0.050  -0.605  -0.507
C  0.408  0.066  0.073  0.048
C  0.592  1.291  0.909  -0.398
C  1.520  0.993  -0.286  -0.440
H  0.531  -1.880  1.475  0.208
H  -1.285  -2.072  -1.003  0.253
H  -1.846  -1.535  0.631  0.249
H  -0.700  -0.054  -1.669  0.454
H  -1.619  0.550  -0.348  0.441
H  0.980  1.140  2.031  0.257
H  -0.196  1.946  0.836  0.217
H  1.607  1.807  -0.945  0.264
H  2.596  0.755  0.012  0.277

Cartesian forces (eV/Å) of the 2 atoms listed first:
0.703 -0.210 -1.133
-0.772 3.071 -0.377

Results
Net charge ... +1
Electronic energy ... -350.17776 hartree
HOMO-LUMO gap ... 11.59 eV
ΔE to the lowest compared entry with this formula, charge and spin ... 1.809 eV
Largest force on an atom ... 5.314 eV/A


# 5
This record from the OMol25 dataset describes C3H4N4O in the gas phase at a distorted geometry. The level of theory is ωB97M-V with the def2-TZVPD basis set.

Last column: natural (NBO) charge in e.
Positions of all 12 atoms, in Å:
C  -2.175  -0.352  1.095  -0.448
N  -1.341  0.376  -0.086  -0.413
C  -0.063  0.321  -0.203  0.542
N  0.826  -0.733  0.350  -0.137
N  1.775  -1.018  -0.439  -0.105
C  2.274  0.175  -1.117  0.064
N  1.806  1.303  -1.486  -0.029
O  0.569  1.475  -0.954  -0.336
H  -1.361  -0.260  1.938  0.207
H  -2.475  -1.433  1.035  0.222
H  -3.122  0.124  1.524  0.228
H  3.287  0.023  -1.659  0.206

Cartesian forces (eV/Å) of the 2 atoms listed first:
2.783 0.324 1.667
0.890 -0.753 1.213

Results
Net charge ... 0
Electronic energy ... -410.75238 hartree
HOMO-LUMO gap ... 8.36 eV
ΔE to the lowest compared entry with this formula, charge and spin ... 6.828 eV
Largest force on an atom ... 5.632 eV/A


# 6
This record from the OMol25 dataset describes a 9-piece molecular cluster, C18H57N15O9 overall at a distorted geometry. The level of theory is ωB97M-V with the def2-TZVPD basis set.

Last column: Mulliken charge in e.
Positions of all 99 atoms, in Å:
C  5.780  -2.154  -2.487  -0.891
O  4.418  -2.140  -2.007  -0.281
C  3.711  -0.961  -2.329  -0.965
C  2.216  -1.308  -1.993  0.355
C  1.325  -0.121  -2.422  -1.292
N  2.073  -1.389  -0.568  -0.273
H  6.477  -1.404  -2.113  0.331
H  5.795  -1.988  -3.564  0.344
H  6.298  -3.096  -2.309  0.270
H  4.052  -0.119  -1.726  0.325
H  3.716  -0.607  -3.360  0.491
H  1.981  -2.137  -2.661  0.052
H  1.705  0.767  -1.916  0.289
H  0.305  -0.325  -2.098  -0.056
H  1.461  -0.055  -3.502  0.689
H  2.839  -1.908  -0.164  0.386
H  2.112  -0.439  -0.226  -0.143
C  0.335  3.084  -3.718  -0.726
O  -0.009  3.375  -2.363  -0.035
C  0.222  4.713  -1.912  -1.141
C  -0.184  5.004  -0.428  0.522
C  0.113  6.375  0.096  -1.569
N  0.494  4.079  0.461  -0.322
H  0.107  2.042  -3.946  0.083
H  1.380  3.368  -3.840  0.377
H  -0.278  3.585  -4.468  0.305
H  1.252  4.988  -2.137  0.440
H  -0.387  5.433  -2.459  0.372
H  -1.265  4.895  -0.517  0.263
H  1.158  6.683  0.142  0.308
H  -0.539  6.530  0.955  0.389
H  -0.363  7.056  -0.610  0.473
H  -0.026  4.120  1.325  0.248
H  0.354  3.130  0.144  0.011
C  -3.877  -2.871  0.539  -0.815
O  -3.337  -2.461  -0.697  -0.299
C  -3.704  -1.151  -1.033  -0.356
C  -2.771  -0.872  -2.170  2.940
C  -2.468  0.604  -2.483  -1.733
N  -3.149  -1.436  -3.480  -0.813
H  -3.189  -3.559  1.031  0.290
H  -4.890  -3.267  0.472  0.335
H  -3.938  -2.048  1.251  0.242
H  -4.696  -1.116  -1.482  0.364
H  -3.653  -0.514  -0.150  0.224
H  -1.861  -1.386  -1.862  -1.966
H  -3.420  1.131  -2.538  0.513
H  -2.068  0.736  -3.489  0.374
H  -1.930  1.103  -1.677  0.206
H  -4.018  -1.003  -3.758  0.308
H  -3.474  -2.377  -3.315  0.321
N  -0.266  0.625  1.253  0.804
C  -0.987  -0.434  1.353  0.233
N  -0.412  -1.464  0.846  0.794
O  -2.066  -0.441  1.963  -1.052
H  0.715  0.507  1.044  -0.456
H  -0.578  1.436  1.768  0.023
H  0.463  -1.386  0.346  0.049
H  -0.932  -2.325  0.763  0.139
N  1.962  -2.313  2.658  -0.080
C  3.164  -1.997  3.025  0.631
N  3.478  -2.312  4.226  -0.384
O  3.948  -1.585  2.175  -0.803
H  1.700  -2.159  1.695  -0.049
H  1.169  -2.497  3.256  0.213
H  2.799  -2.702  4.864  0.160
H  4.471  -2.323  4.411  0.268
N  -2.925  -4.619  4.552  -0.497
C  -2.335  -3.895  3.667  0.658
N  -2.749  -2.578  3.680  -0.191
O  -1.449  -4.284  2.966  -0.601
H  -3.888  -4.415  4.778  0.182
H  -2.620  -5.578  4.635  0.268
H  -2.448  -1.982  2.922  0.025
H  -3.507  -2.298  4.285  0.198
N  -1.069  -3.062  -4.385  -0.309
C  -0.411  -3.711  -3.474  0.471
N  -0.948  -3.751  -2.212  -0.174
O  0.523  -4.450  -3.808  -0.742
H  -0.696  -3.202  -5.313  0.200
H  -1.810  -2.436  -4.104  0.342
H  -0.379  -4.266  -1.555  0.254
H  -1.497  -2.947  -1.944  0.007
N  3.061  3.187  1.459  -0.359
C  3.026  1.878  1.340  0.526
N  4.055  1.394  2.073  -0.477
O  2.363  1.193  0.607  -0.659
H  2.283  3.786  1.222  0.319
H  3.974  3.513  1.742  0.118
H  4.274  0.408  2.048  0.252
H  4.500  2.060  2.688  0.138
N  -2.972  2.154  3.023  -0.246
C  -2.036  2.903  3.549  0.619
N  -2.457  3.499  4.627  -0.473
O  -0.950  3.004  3.058  -0.727
H  -2.666  1.451  2.366  0.022
H  -3.884  2.102  3.455  0.165
H  -1.757  4.085  5.059  0.261
H  -3.416  3.638  4.911  0.174

Cartesian forces (eV/Å) of the 2 atoms listed first:
-0.259 0.078 -0.566
1.795 0.098 -0.616

Results
Net charge ... 0
Electronic energy ... -2218.65911 hartree
HOMO-LUMO gap ... 9.05 eV
ΔE to the lowest compared entry with this formula, charge and spin ... 2.456 eV
Largest force on an atom ... 5.206 eV/A